(1)
The following is a quantum chemistry calculation of a cluster of 12 separate species, C37H83N9O15S in total, from the OMol25 dataset.

Each line ends with the Mulliken charge.
Element x y z (Å)
C 3.383821 -2.037392 1.459954  -0.419
C 4.244780 -2.105046 0.215416  0.294
O 3.848659 -2.787920 -0.706664  -0.583
N 5.431962 -1.450767 0.284274  -0.078
C 6.457956 -1.430853 -0.718725  -0.845
H 2.735979 -1.198975 1.204101  -0.155
H 3.995185 -1.751539 2.315882  0.406
H 2.721489 -2.879395 1.661063  0.271
H 5.582133 -0.856843 1.087270  0.182
H 6.365833 -2.311102 -1.354932  0.283
H 7.471595 -1.414215 -0.318291  0.390
H 6.246362 -0.600500 -1.392413  0.207
C -1.428489 1.507404 1.789163  -0.265
C -1.052662 0.712270 0.483391  0.133
O -1.267786 1.184736 -0.612861  -0.624
N -0.505730 -0.516981 0.708589  0.667
C 0.088666 -1.322244 -0.367838  0.708
H -0.900589 2.458666 1.721885  -0.266
H -1.175625 1.039692 2.740688  0.188
H -2.488512 1.748549 1.868569  0.133
H -0.454998 -0.868383 1.654125  -0.189
H 1.146378 -1.062609 -0.411705  -0.352
H -0.444209 -1.189853 -1.309443  -0.616
H 0.055009 -2.381925 -0.114798  0.025
C 1.717537 -1.899208 -3.628359  -0.051
C 1.810882 -2.969629 -4.780418  0.422
O 2.344042 -4.097257 -4.561068  -0.680
N 1.201755 -2.707176 -5.939089  -0.165
C 1.042860 -3.729409 -6.960823  -0.931
H 2.502193 -2.102505 -2.899599  0.061
H 0.763087 -1.874020 -3.102537  -0.137
H 1.804847 -0.845229 -3.892162  0.221
H 0.724521 -1.825545 -6.061879  0.225
H 1.797209 -3.510558 -7.716577  0.316
H 0.064010 -3.691024 -7.438801  0.308
H 1.276945 -4.727721 -6.591116  0.324
C 2.403393 -1.940130 5.028020  -1.599
C 1.053492 -1.601924 4.359188  0.443
O 1.019655 -0.882027 3.377874  -0.043
N -0.058751 -2.222813 4.740746  -0.112
C -0.199627 -3.416275 5.617406  -0.958
H 2.938045 -2.845034 4.739201  0.340
H 2.274403 -1.963166 6.110111  0.501
H 3.163749 -1.191292 4.806210  0.323
H -0.862989 -1.994318 4.174098  0.258
H -1.236624 -3.676124 5.830016  0.324
H 0.331087 -3.256928 6.556040  0.288
H 0.219643 -4.267192 5.080495  0.355
C -0.584131 -8.214792 -1.343555  -1.041
C 0.677956 -7.455320 -0.987286  0.755
O 1.670268 -8.029671 -0.593230  -0.668
N 0.684923 -6.137263 -1.182170  -0.048
C 1.822189 -5.286215 -0.760778  -0.400
H -1.448493 -7.565200 -1.481359  0.264
H -0.888587 -9.020401 -0.675418  0.308
H -0.304963 -8.714734 -2.271039  0.292
H -0.129586 -5.639965 -1.512874  0.179
H 2.463463 -5.093130 -1.620766  0.337
H 2.371496 -5.752680 0.057001  0.387
H 1.394418 -4.311608 -0.525697  -0.289
C -2.188094 -4.630245 0.232350  -0.292
C -3.689729 -4.761045 0.517857  0.161
O -4.170831 -5.844027 0.755218  -0.683
N -4.515309 -3.730101 0.461538  -0.124
C -4.294645 -2.395033 -0.060044  -0.364
H -1.824371 -5.655857 0.294977  0.287
H -1.739395 -4.047732 1.036989  0.143
H -1.988139 -4.278998 -0.779956  0.120
H -5.363959 -3.873059 0.990175  0.262
H -3.306770 -1.980581 0.141026  -0.175
H -4.979542 -1.614709 0.271781  0.353
H -4.384193 -2.525986 -1.138437  0.363
C -4.513180 1.998528 -1.945099  -0.757
C -4.178584 0.726578 -2.771515  0.887
O -4.890889 0.378754 -3.712662  -0.742
N -3.093420 0.057685 -2.413353  0.633
C -2.590592 -1.177058 -2.957602  -0.928
H -3.809448 2.158118 -1.128166  -0.017
H -5.511375 1.944993 -1.510521  0.371
H -4.655427 2.822953 -2.643805  0.246
H -2.542450 0.439109 -1.657685  -0.183
H -1.586686 -1.196777 -3.381723  0.185
H -3.355756 -1.550609 -3.638111  0.455
H -2.641189 -1.937259 -2.178097  0.036
C -1.170440 2.723777 -4.180786  -0.474
C -1.149616 4.227334 -3.978753  0.638
O -2.097577 4.675470 -3.320713  -0.663
N -0.160381 4.900109 -4.555324  -0.167
C -0.046865 6.345150 -4.224442  -0.762
H -2.185709 2.511948 -4.516135  0.322
H -1.114245 2.161965 -3.248426  -0.344
H -0.465391 2.443390 -4.963353  0.467
H 0.488128 4.433407 -5.173156  0.243
H 0.419734 6.887254 -5.046942  0.375
H 0.452339 6.411534 -3.257749  0.171
H -1.070151 6.719500 -4.195159  0.266
C 1.042648 2.554545 5.242750  -0.683
C 2.239828 2.474412 4.332058  0.740
O 3.179301 3.215436 4.598194  -0.706
N 2.279902 1.613448 3.322246  0.739
C 3.297598 1.599869 2.262339  -0.592
H 1.324365 2.286452 6.261020  0.349
H 0.333984 1.746582 5.060870  -0.015
H 0.604096 3.551060 5.190453  0.232
H 1.602928 0.875877 3.188850  -0.471
H 2.766100 1.272410 1.368808  -0.220
H 4.186712 1.000623 2.458475  0.220
H 3.617805 2.617146 2.037132  0.441
C -4.193012 3.777655 3.689966  -0.124
C -5.140262 2.621628 3.953844  -0.278
O -4.678208 1.840653 5.083407  -0.373
S -3.404708 2.545734 5.897660  0.979
O -2.301983 1.642830 6.233810  -0.474
O -3.889268 3.467548 6.919578  -0.542
O -3.036064 3.334912 4.496589  -0.143
H -4.473866 4.785661 3.995165  0.324
H -3.948677 4.001720 2.651607  0.107
H -5.130616 1.985356 3.068871  0.241
H -6.171183 2.919922 4.144401  0.317
C 3.158288 0.733887 -2.303715  0.307
C 1.883575 1.341541 -1.746377  2.263
C 2.132829 2.833158 -1.906496  0.603
O 3.500853 2.865021 -1.470792  -0.546
C 4.209844 1.553757 -1.646925  -0.335
H 3.137832 0.644584 -3.389856  0.338
H 3.164734 -0.290664 -1.931773  -0.709
H 1.686107 1.111191 -0.699454  -1.760
H 1.010022 1.056519 -2.332713  -0.269
H 1.474374 3.409681 -1.256763  -0.469
H 2.058696 3.084377 -2.964555  0.214
H 4.515363 1.061340 -0.723730  0.104
H 5.099179 1.773336 -2.237655  0.268
C -0.534954 6.386505 1.358312  -0.941
C 0.252489 5.563342 0.339241  -0.544
C -0.945999 4.701784 -0.153680  0.799
O -1.899857 4.569625 0.903845  -0.196
C -1.518992 5.405442 1.975530  -0.232
H -1.101661 7.163312 0.844976  0.321
H 0.109886 6.873663 2.089720  0.435
H 1.002307 4.847468 0.675985  0.228
H 0.740123 6.119357 -0.461479  0.296
H -0.537255 3.728983 -0.426966  -0.720
H -1.354554 5.126743 -1.070521  0.093
H -0.977756 4.822959 2.721105  0.171
H -2.340271 5.985836 2.395934  0.297

Atoms 1-3, force components in eV/Å:
0.309 1.379 -0.223
-0.287 -1.506 0.912
0.412 0.207 -1.069

Structure (SMILES) = O=S1(=O)OCCO1.CNC(C)=O.CNC(C)=O.CNC(C)=O.CNC(C)=O.CNC(C)=O.CNC(C)=O.CNC(C)=O.CNC(C)=O.CNC(C)=O.C1CCOC1.C1CCOC1
Energy above the lowest of the compared OMol25 structures with the same formula, charge and spin = 39.7 kJ/mol
LUMO = -0.0087 hartree
Kohn-Sham gap = 9.00 eV

=====

(2)
The following is a quantum chemistry calculation of a cluster of 7 separate species, C37H84N4O7 in total, from the OMol25 dataset.

Each line ends with the Mulliken charge.
Element x y z (Å)
C -6.884099 -10.009540 3.441174  -0.591
O -8.164132 -10.330846 3.076544  -0.475
H -6.091662 -10.463191 2.845898  0.248
H -6.757894 -8.927639 3.400552  0.254
H -6.584941 -10.229597 4.465953  0.251
H -8.153219 -10.050624 2.158419  0.314
O -9.303996 -6.249921 -1.698716  -0.635
H -8.994448 -6.425706 -2.587249  0.320
H -9.772927 -7.045269 -1.446204  0.316
O -9.047422 -2.154892 6.267763  -0.635
H -8.405078 -2.336867 5.581835  0.319
H -8.717416 -1.368928 6.703192  0.316
C 4.927470 -2.465593 -2.443492  -1.568
C 5.443098 -2.557256 -0.945705  1.609
C 6.927035 -3.029783 -0.938004  -1.332
C 8.114099 -2.115999 -1.250147  -0.782
C 8.038929 -0.905872 -0.390095  -1.217
C 6.608819 -0.218866 -0.368225  1.441
N 5.504906 -1.244012 -0.196925  0.122
O 4.224568 -0.741248 0.088167  -0.421
C 6.689983 0.601318 0.945689  -1.976
C 6.324426 0.754478 -1.450957  -1.725
C 4.497014 -3.497480 -0.129776  -1.676
H 3.899776 -2.133394 -2.296591  0.395
H 5.116667 -3.350301 -3.051442  0.381
H 5.417597 -1.661565 -2.992502  0.345
H 7.244814 -3.654057 -0.102895  0.357
H 6.985388 -3.771100 -1.734965  0.521
H 8.043471 -1.848517 -2.304454  0.327
H 9.097988 -2.571437 -1.137675  0.377
H 8.643367 -0.094933 -0.796474  0.424
H 8.561976 -1.002501 0.561313  0.480
H 6.786957 -0.045219 1.817857  0.457
H 7.398846 1.427391 1.002415  0.418
H 5.828745 1.266453 1.008576  0.398
H 6.830024 1.719941 -1.432341  0.444
H 6.556930 0.319608 -2.423041  0.312
H 5.300981 1.103371 -1.313325  0.429
H 3.411419 -3.440766 -0.209629  0.332
H 4.474617 -3.187583 0.914998  0.434
H 4.851348 -4.520662 -0.254855  0.364
H 4.001528 -0.179930 -0.658017  0.329
C -6.521391 0.801738 1.859764  -1.552
C -6.185795 0.211905 0.391636  1.646
C -5.008690 0.965291 -0.292247  -1.094
C -3.585541 0.423689 -0.067902  -0.724
C -3.591408 -1.106636 -0.278525  -1.203
C -4.592019 -1.855252 0.654227  1.527
N -5.924889 -1.246397 0.457452  0.367
O -6.930969 -1.916902 1.120405  -0.506
C -4.662074 -3.342714 0.194649  -2.003
C -4.086567 -1.822573 2.051818  -1.771
C -7.419447 0.413226 -0.432857  -2.177
H -5.753212 0.517994 2.579128  0.326
H -7.435172 0.500472 2.371950  0.332
H -6.394499 1.880553 1.769432  0.410
H -5.105390 1.070774 -1.372813  0.406
H -4.876201 1.995365 0.038655  0.329
H -3.388187 0.759040 0.950278  0.357
H -2.843728 0.920639 -0.693077  0.384
H -2.609472 -1.563074 -0.153733  0.464
H -4.029106 -1.287369 -1.260284  0.418
H -4.900112 -3.468628 -0.861561  0.400
H -3.760314 -3.954250 0.225614  0.406
H -5.356220 -3.924129 0.801457  0.425
H -3.992337 -0.847509 2.529785  0.289
H -4.725911 -2.357346 2.754225  0.395
H -3.112262 -2.289513 2.196006  0.413
H -8.310688 0.048117 0.077513  0.489
H -7.428173 -0.120981 -1.382936  0.433
H -7.734633 1.452224 -0.528964  0.421
H -7.429324 -2.187558 0.345816  0.392
C 3.321928 3.351373 -8.582232  -1.877
C 2.080836 2.509906 -9.084803  1.390
C 1.970122 1.248114 -8.204353  -1.025
C 0.712867 0.436955 -8.436325  -0.678
C -0.466595 1.324830 -7.951644  -1.165
C -0.488010 2.713499 -8.761365  1.350
N 0.841487 3.324600 -8.945959  0.440
O 0.748485 4.577790 -9.722854  -0.503
C -1.225435 2.426899 -10.060011  -1.762
C -1.305695 3.755837 -7.951157  -1.806
C 2.240765 2.053261 -10.578229  -1.701
H 3.116531 3.841038 -7.630320  0.424
H 3.517446 4.164844 -9.280914  0.409
H 4.234980 2.787021 -8.392678  0.377
H 2.717485 0.506286 -8.485837  0.425
H 2.027599 1.571744 -7.165090  0.395
H 0.639071 -0.434249 -7.785438  0.376
H 0.556970 0.106270 -9.463191  0.297
H -0.526600 1.496726 -6.876964  0.389
H -1.294012 0.723198 -8.327852  0.408
H -1.070181 3.211065 -10.801021  0.352
H -1.085812 1.444758 -10.511684  0.337
H -2.279880 2.301892 -9.813816  0.482
H -0.875469 4.065444 -6.998711  0.396
H -1.451563 4.671450 -8.524273  0.383
H -2.252343 3.236540 -7.801891  0.449
H 2.129863 2.905691 -11.248423  0.351
H 1.475108 1.314122 -10.813939  0.330
H 3.262385 1.734228 -10.784618  0.438
H 1.159491 5.305123 -9.249939  0.316
C -0.349357 4.357169 7.786083  -1.870
C 0.936290 3.492739 7.472493  1.498
C 2.162840 4.304054 8.112592  -1.372
C 3.324916 3.466257 8.460649  -0.595
C 2.869980 2.275339 9.354305  -1.349
C 1.801545 1.359562 8.722842  1.659
N 0.653116 2.207755 8.171753  0.254
O -0.367502 1.416948 7.559937  -0.466
C 2.524611 0.501028 7.649760  -1.768
C 1.292405 0.530449 9.861869  -1.774
C 1.204270 3.337616 5.931445  -1.708
H -0.352705 5.253234 7.165475  0.429
H -0.414101 4.532615 8.859933  0.448
H -1.239459 3.808457 7.478288  0.420
H 2.499529 5.123252 7.477245  0.385
H 1.755086 4.845303 8.966338  0.392
H 4.129504 4.064903 8.887688  0.403
H 3.732991 3.122001 7.510359  0.288
H 2.428590 2.799997 10.201667  0.379
H 3.702633 1.667894 9.708950  0.558
H 1.712462 -0.075479 7.206870  0.446
H 2.978270 0.978225 6.781111  0.310
H 3.244130 -0.186649 8.094178  0.396
H 0.456335 0.987717 10.391012  0.390
H 0.836604 -0.403409 9.532836  0.400
H 2.159569 0.286241 10.475450  0.383
H 1.102312 2.323616 5.544757  0.331
H 2.168532 3.708019 5.583482  0.353
H 0.502165 3.890309 5.307210  0.445
H -1.069208 1.316922 8.207400  0.332

Atoms 1-3, force components in eV/Å:
2.308 1.251 1.111
-0.905 -0.665 -0.511
-0.085 -0.190 -0.402

Structure (SMILES) = CC1(C)CCCC(C)(C)N1O.CC1(C)CCCC(C)(C)N1O.CC1(C)CCCC(C)(C)N1O.CC1(C)CCCC(C)(C)N1O.CO.O.O
Energy above the lowest of the compared OMol25 structures with the same formula, charge and spin = 437.8 kJ/mol
LUMO = 0.0139 hartree
Kohn-Sham gap = 8.46 eV

=====

| no. | molar mass (g/mol) |
| --- | --- |
| 1 | 926.19 |
| 2 | 697.10 |